Record 1
11
Properties=species:S:1:pos:R:3 method="wB97M-V/def2-TZVPD" lumo_energy_ev=0.873 homo_ev=-9.15 gap_ha=0.36849 largest_force_ha_per_bohr=0.022 de_lowest_kj_mol=352.9
C 0.92 0.11 -1.77
C -0.37 0.59 -1.30
N -1.40 0.98 -0.94
N -1.33 0.70 2.17
N -0.58 -0.22 1.84
C 0.20 -0.98 1.34
H 1.61 0.00 -0.93
H 0.80 -0.86 -2.26
H 1.34 0.82 -2.50
H -1.24 0.87 3.17
H 0.05 -2.04 1.19

Record 2
11
Properties=species:S:1:pos:R:3 method="wB97M-V/def2-TZVPD" lumo_energy_ev=0.857 homo_ev=-9.81 gap_ha=0.39210 largest_force_ha_per_bohr=0.029 de_lowest_kj_mol=153.4 smiles=Cc1cnn[nH]1
C 0.36 -1.49 0.15
C 0.03 -0.03 0.00
C -0.82 0.74 0.72
N -0.72 2.05 0.32
N 0.15 2.14 -0.60
N 0.66 0.89 -0.85
H -0.35 -1.95 0.84
H 0.30 -2.04 -0.80
H 1.36 -1.66 0.56
H -1.51 0.47 1.50
H 0.54 0.89 -1.85

Record 3
11
Properties=species:S:1:pos:R:3 method="wB97M-V/def2-TZVPD" lumo_energy_ev=0.892 homo_ev=-9.51 gap_ha=0.38241 largest_force_ha_per_bohr=0.019 de_lowest_kj_mol=112.6 smiles=Cc1c[nH]nn1
C -1.73 0.03 0.04
C -0.25 -0.04 0.01
C 0.83 0.79 -0.14
N 1.89 -0.06 -0.04
N 1.50 -1.32 0.14
N 0.21 -1.32 0.16
H -1.95 -0.95 -0.39
H -2.19 0.88 -0.49
H -2.11 0.03 1.06
H 0.95 1.85 -0.31
H 2.87 0.13 -0.05

Record 4
11
Properties=species:S:1:pos:R:3 method="wB97M-V/def2-TZVPD" lumo_energy_ev=0.526 homo_ev=-10.52 gap_ha=0.40583 largest_force_ha_per_bohr=0.120 de_lowest_kj_mol=178.8
H -2.32 -0.15 -1.09
N -1.60 -0.77 -0.69
C -0.66 -0.15 -0.03
N -0.68 1.22 0.36
C 0.60 -0.83 0.58
C 1.83 -0.39 -0.09
N 2.61 0.31 -0.68
H -1.19 1.74 -0.45
H 0.34 1.45 -0.09
H 0.46 -1.99 0.51
H 0.61 -0.44 1.66

Record 5
11
Properties=species:S:1:pos:R:3 method="wB97M-V/def2-TZVPD" lumo_energy_ev=1.008 homo_ev=-7.79 gap_ha=0.32316 largest_force_ha_per_bohr=0.050 de_lowest_kj_mol=345.4 smiles=Nc1cn[nH]c1
N -1.82 -0.42 -0.14
C -0.49 -0.04 -0.11
C 0.11 1.12 0.39
N 1.35 1.31 -0.09
N 1.77 0.04 -0.27
C 0.68 -0.80 -0.08
H -2.51 0.15 0.34
H -2.19 -0.98 -0.89
H -0.20 1.55 1.35
H 2.50 -0.19 -0.93
H 0.75 -1.74 0.43

Record 6
11
Properties=species:S:1:pos:R:3 method="wB97M-V/def2-TZVPD" lumo_energy_ev=0.850 homo_ev=-9.77 gap_ha=0.39012 largest_force_ha_per_bohr=0.007 de_lowest_kj_mol=122.8 smiles=Cn1ccnn1
C -1.65 -0.09 0.09
N -0.23 -0.21 -0.15
C 0.70 0.76 -0.01
C 1.89 0.09 -0.02
N 1.63 -1.24 -0.19
N 0.35 -1.41 -0.26
H -2.22 -0.55 -0.72
H -1.90 -0.58 1.03
H -1.90 0.97 0.17
H 0.42 1.80 -0.04
H 2.90 0.45 0.12

Record 7
11
Properties=species:S:1:pos:R:3 method="wB97M-V/def2-TZVPD" lumo_energy_ev=1.046 homo_ev=-9.03 gap_ha=0.37034 largest_force_ha_per_bohr=0.176 de_lowest_kj_mol=438.1
C 1.04 -0.49 0.03
C 1.40 0.70 0.53
C 0.07 1.40 0.31
H -1.62 -1.73 0.34
H -2.17 -1.04 -1.24
H 1.40 -1.52 -0.16
H 2.48 1.31 0.35
H -0.05 2.57 0.26
N -1.25 -1.42 -0.62
N -0.35 -0.48 0.04
N -0.95 0.70 0.17

Record 8
11
Properties=species:S:1:pos:R:3 method="wB97M-V/def2-TZVPD" lumo_energy_ev=0.857 homo_ev=-9.77 gap_ha=0.39054 largest_force_ha_per_bohr=0.003 de_lowest_kj_mol=115.4 smiles=Cn1ccnn1
C 1.43 0.43 0.75
N 0.27 0.13 -0.06
C -0.83 -0.59 0.25
C -1.63 -0.46 -0.86
N -0.99 0.31 -1.77
N 0.15 0.67 -1.28
H 2.27 0.61 0.08
H 1.25 1.32 1.36
H 1.65 -0.43 1.39
H -0.95 -1.11 1.19
H -2.61 -0.88 -1.05

Record 9
11
Properties=species:S:1:pos:R:3 method="wB97M-V/def2-TZVPD" lumo_energy_ev=0.810 homo_ev=-10.23 gap_ha=0.40585 largest_force_ha_per_bohr=0.022 de_lowest_kj_mol=158.7 smiles="CN=C=N.C#N"
C 1.73 -0.07 -0.01
N 0.64 -0.11 -0.97
C -0.44 -0.64 -0.91
N -1.62 -1.01 -0.88
H 2.67 0.05 -0.54
H 1.58 0.79 0.65
H 1.78 -0.98 0.60
H -1.84 -1.92 -1.26
C -1.53 1.30 1.17
N -0.78 1.89 1.82
H -2.19 0.72 0.55

Record 10
11
Properties=species:S:1:pos:R:3 method="wB97M-V/def2-TZVPD" lumo_energy_ev=0.525 homo_ev=-8.06 gap_ha=0.31546 largest_force_ha_per_bohr=0.237 de_lowest_kj_mol=323.6 smiles="N#CC=C(N)N"
N -3.02 0.24 0.10
C -2.13 -0.36 -0.01
C -0.89 -0.79 -0.16
C 0.27 0.03 -0.24
N 1.64 -0.54 0.06
N 0.28 1.27 -0.03
H -0.84 -1.77 -0.03
H 1.58 -1.59 -0.17
H 2.32 -0.32 0.75
H -0.48 1.87 -0.14
H 1.27 1.97 -0.13

Record 11
11
Properties=species:S:1:pos:R:3 method="wB97M-V/def2-TZVPD" lumo_energy_ev=0.548 homo_ev=-10.12 gap_ha=0.39190 largest_force_ha_per_bohr=0.075 de_lowest_kj_mol=238.9
C 1.54 -0.25 -0.02
N 0.39 -0.97 -0.37
C -0.67 -0.24 -0.30
N -0.59 1.04 0.16
C -1.96 -0.86 -0.58
N -2.99 -1.34 -0.80
H 2.42 -0.88 0.12
H 1.71 0.65 -0.64
H 1.32 0.41 1.13
H 0.31 1.00 0.95
H -1.51 1.44 0.35

Record 12
11
Properties=species:S:1:pos:R:3 method="wB97M-V/def2-TZVPD" lumo_energy_ev=0.889 homo_ev=-9.51 gap_ha=0.38227 largest_force_ha_per_bohr=0.009 de_lowest_kj_mol=101.5 smiles=Cc1c[nH]nn1
C 0.11 -1.33 1.08
C 0.21 -0.10 0.23
C -0.78 0.61 -0.40
N -0.10 1.49 -1.17
N 1.22 1.34 -1.04
N 1.41 0.40 -0.18
H 1.08 -1.57 1.50
H -0.21 -2.18 0.46
H -0.62 -1.21 1.89
H -1.86 0.58 -0.37
H -0.46 1.96 -1.98

Record 13
11
Properties=species:S:1:pos:R:3 method="wB97M-V/def2-TZVPD" lumo_energy_ev=0.631 homo_ev=-9.85 gap_ha=0.38522 largest_force_ha_per_bohr=0.022 de_lowest_kj_mol=88.3
C -0.70 -1.55 -0.06
N -0.62 -0.34 0.72
C 0.10 0.63 0.32
N 0.90 0.75 -0.78
C 0.07 1.82 1.16
N 0.03 2.77 1.83
H -1.41 -2.23 0.42
H -1.06 -1.37 -1.09
H 0.26 -2.08 -0.13
H 1.01 0.00 -1.44
H 1.39 1.61 -0.96

Record 14
11
Properties=species:S:1:pos:R:3 method="wB97M-V/def2-TZVPD" lumo_energy_ev=0.538 homo_ev=-8.81 gap_ha=0.34360 largest_force_ha_per_bohr=0.017 de_lowest_kj_mol=543.7
N -2.49 0.11 0.18
C -0.25 0.11 -0.24
N 0.55 -0.77 -0.58
N 1.83 -0.66 -0.01
C 2.36 0.54 0.07
C -1.30 0.87 -0.03
H -2.55 -0.56 -0.57
H -2.52 -0.40 1.05
H 2.30 -1.56 0.00
H 3.43 0.37 0.29
H -1.34 1.95 -0.15

Record 15
11
Properties=species:S:1:pos:R:3 method="wB97M-V/def2-TZVPD" lumo_energy_ev=1.169 homo_ev=-9.78 gap_ha=0.40238 largest_force_ha_per_bohr=0.005 de_lowest_kj_mol=73.6 smiles=Cc1cn[nH]n1
C 1.63 0.35 0.19
C 0.19 0.05 -0.02
C -0.83 -0.21 0.91
N -1.97 -0.45 0.26
N -1.61 -0.34 -1.00
N -0.35 -0.04 -1.24
H 1.77 1.06 1.01
H 2.20 -0.55 0.44
H 2.06 0.79 -0.72
H -0.80 -0.23 1.99
H -2.28 -0.45 -1.75

Record 16
12
Properties=species:S:1:pos:R:3 method="wB97M-V/def2-TZVPD" lumo_energy_ev=1.047 homo_ev=-8.58 gap_ha=0.35374 largest_force_ha_per_bohr=0.022 de_lowest_kj_mol=449.6
O 0.85 -1.99 -0.63
C -0.02 -1.75 0.44
C -0.76 -0.47 0.34
N -1.19 0.45 -0.25
N -1.28 1.64 -0.67
C 1.09 1.99 0.17
N 1.41 0.95 0.54
H 1.54 -1.31 -0.58
H 0.50 -1.76 1.41
H -0.76 -2.55 0.46
H -2.20 1.82 -1.06
H 0.83 2.97 -0.17

Record 17
12
Properties=species:S:1:pos:R:3 method="wB97M-V/def2-TZVPD" lumo_energy_ev=0.482 homo_ev=-8.60 gap_ha=0.33375 largest_force_ha_per_bohr=0.061 de_lowest_kj_mol=635.6
C 0.83 0.59 0.66
N -0.06 -0.25 -0.24
C 0.11 1.54 0.06
N -1.38 -0.64 0.05
C 1.03 -1.19 -0.38
N -0.41 2.61 -0.16
O 1.49 -1.96 0.45
H 1.16 0.40 1.67
H -1.71 -1.36 -0.59
H -1.40 -1.00 1.01
H -0.89 2.62 -1.07
H 1.21 -1.35 -1.45

Record 18
12
Properties=species:S:1:pos:R:3 method="wB97M-V/def2-TZVPD" lumo_energy_ev=0.227 homo_ev=-8.79 gap_ha=0.33123 largest_force_ha_per_bohr=0.085 de_lowest_kj_mol=591.9 smiles="CN1C=NN=CO1"
C -1.00 0.23 -1.55
N 0.18 0.05 -0.63
C 0.41 -1.16 0.12
N 0.86 -1.33 1.33
N 1.14 -0.23 2.14
C 0.86 0.90 1.53
O 0.06 1.15 0.42
H -2.05 -0.18 -1.11
H -0.76 1.36 -1.49
H -0.90 -0.33 -2.54
H 0.21 -2.24 -0.27
H 0.98 1.77 2.07

Record 19
12
Properties=species:S:1:pos:R:3 method="wB97M-V/def2-TZVPD" lumo_energy_ev=0.844 homo_ev=-10.01 gap_ha=0.39880 largest_force_ha_per_bohr=0.008 de_lowest_kj_mol=115.0 smiles=OCc1nc[nH]n1
O 1.20 -2.26 -0.47
C 1.21 -0.88 -0.72
C 0.19 -0.04 -0.01
N 0.50 1.25 0.32
C -0.65 1.73 0.74
N -1.59 0.77 0.68
N -1.07 -0.37 0.19
H 0.30 -2.60 -0.50
H 1.11 -0.66 -1.79
H 2.19 -0.51 -0.41
H -0.83 2.75 1.06
H -2.57 0.82 0.91

Record 20
12
Properties=species:S:1:pos:R:3 method="wB97M-V/def2-TZVPD" lumo_energy_ev=-0.033 homo_ev=-9.30 gap_ha=0.34061 largest_force_ha_per_bohr=0.090 de_lowest_kj_mol=251.3
H -1.75 2.82 -1.27
N -1.36 2.40 -0.44
C -0.27 1.71 -0.66
N 0.51 1.23 0.31
C 0.71 0.06 0.64
C -0.21 -1.06 0.31
N 0.56 -2.25 0.41
O -1.38 -1.05 0.57
H 0.33 1.95 -1.58
H 1.49 -0.31 1.32
H 1.44 -2.40 -0.01
H -0.07 -3.10 0.39